Record 1
Computed, not measured: a cluster of 12 separate species, C12H47NO12 in total in a non-equilibrium geometry, with ωB97M-V/def2-TZVPD.

Structure (ORCA input):
```
! wB97M-V def2-TZVPD RIJCOSX def2/J DEFGRID3
* xyz 0 1
C -2.16 0.99 -5.63
C -1.25 -0.17 -5.29
C -1.80 -1.44 -5.94
C 0.16 0.13 -5.77
C 1.17 -0.86 -5.24
C 1.16 -0.77 -3.72
C -0.20 -1.02 -3.08
C -0.46 -2.54 -3.01
C -0.16 -0.48 -1.67
N -1.21 -0.29 -3.81
O -2.52 -0.61 -3.31
H -3.21 0.73 -5.49
H -2.06 1.32 -6.67
H -2.01 1.82 -4.93
H -2.81 -1.64 -5.59
H -1.17 -2.30 -5.74
H -1.75 -1.36 -7.04
H 0.17 0.26 -6.85
H 0.41 1.13 -5.37
H 2.17 -0.63 -5.61
H 0.90 -1.87 -5.57
H 1.61 0.16 -3.37
H 1.83 -1.56 -3.34
H -1.44 -2.77 -2.58
H -0.48 -3.00 -4.00
H 0.32 -3.03 -2.42
H 0.56 -1.04 -1.06
H 0.14 0.57 -1.69
H -1.11 -0.61 -1.14
H -2.80 0.19 -2.87
C -2.45 2.32 4.47
O -1.30 1.69 3.85
H -2.22 3.35 4.73
H -3.34 2.21 3.85
H -2.68 1.78 5.39
H -1.50 1.57 2.91
C 1.38 -0.46 1.75
O 1.89 0.35 2.83
H 1.48 0.08 0.81
H 1.92 -1.40 1.68
H 0.35 -0.71 1.98
H 1.15 0.73 3.32
C 0.47 0.98 6.66
O 0.65 2.10 5.80
H 0.72 0.04 6.17
H 1.09 1.12 7.54
H -0.56 0.90 7.02
H 0.01 2.05 5.08
O 2.28 2.75 1.23
H 3.15 2.61 1.63
H 1.70 2.22 1.79
O 1.37 -3.11 3.69
H 2.13 -3.50 3.24
H 1.75 -2.38 4.19
O -1.50 1.06 1.17
H -2.34 0.71 0.86
H -1.07 1.44 0.38
O -2.32 -2.16 1.60
H -2.82 -2.75 1.02
H -1.48 -2.02 1.16
O 4.75 1.63 2.19
H 5.36 1.70 2.93
H 4.01 1.11 2.53
O 3.58 -1.26 4.53
H 4.16 -1.60 3.84
H 3.05 -0.57 4.09
O 0.38 2.75 -0.79
H 1.16 2.56 -0.23
H 0.38 3.70 -0.87
O -2.24 -1.09 4.31
H -1.99 -0.22 3.97
H -2.49 -1.58 3.51
*
```

Summary:
* E_LUMO: 0.049 eV
* energy above the lowest of the compared OMol25 structures with the same formula, charge and spin: 0.0 kcal/mol
* HOMO: -0.316 Eh
* gap between HOMO and LUMO: 8.7 eV
* SMILES string: CC1(C)CCCC(C)(C)N1O.CO.CO.CO.O.O.O.O.O.O.O.O

Atomic partial charges in e from the Löwdin method, atoms 1 to 6: -0.044 -0.533 -0.024 -0.146 -0.167 -0.132

=====

Record 2
Computed, not measured: a structure of composition C3H13NOSi2, with ωB97M-V/def2-TZVPD.

Structure (ORCA input):
```
! wB97M-V def2-TZVPD RIJCOSX def2/J DEFGRID3
* xyz 0 1
N 1.48 -2.19 0.66
C 1.82 -1.46 -0.56
C 2.12 0.02 -0.37
C 0.95 0.96 0.02
Si -0.79 0.32 -0.02
O -1.81 1.60 0.19
Si -3.44 1.43 0.23
H 1.88 -1.74 1.47
H 0.48 -2.27 0.80
H 2.71 -1.92 -1.00
H 1.02 -1.62 -1.29
H 2.57 0.39 -1.30
H 2.90 0.09 0.39
H 1.12 1.39 1.01
H 0.96 1.82 -0.66
H -1.11 -0.30 -1.34
H -1.05 -0.67 1.05
H -3.78 0.04 0.61
H -4.02 1.71 -1.10
H -4.00 2.39 1.21
*
```

Summary:
* E_LUMO: 0.879 eV
* HOMO: -0.338 Eh
* gap between HOMO and LUMO: 10.1 eV

Atomic partial charges in e from the Löwdin method, atoms 1 to 6: -0.005 -0.327 -0.257 -0.291 0.474 -0.501

=====

Record 3
Computed, not measured: a cluster of 2 separate species, C2H5O2 in total in a non-equilibrium geometry, with ωB97M-V/def2-TZVPD.

Structure (ORCA input):
```
! wB97M-V def2-TZVPD RIJCOSX def2/J DEFGRID3
* xyz -1 1
O 0.16 2.83 -0.85
H -0.67 2.64 -0.42
O 0.59 0.15 -0.57
C 0.55 -0.88 0.15
C -0.56 -1.50 0.73
H 1.49 -1.38 0.46
H -1.60 -1.19 0.59
H -0.51 -2.60 0.71
H 0.56 1.92 -0.80
*
```

Summary:
* E_LUMO: 4.621 eV
* energy above the lowest of the compared OMol25 structures with the same formula, charge and spin: 26.9 kcal/mol
* HOMO: -0.093 Eh
* gap between HOMO and LUMO: 7.2 eV

Atomic partial charges in e from the Löwdin method, atoms 1 to 6: -0.134 0.007 -0.188 -0.539 -0.145 0.063

=====

Record 4
Computed, not measured: an isolated molecule of C2H6N2O in a non-equilibrium geometry, with ωB97M-V/def2-TZVPD.

Structure (ORCA input):
```
! wB97M-V def2-TZVPD RIJCOSX def2/J DEFGRID3
* xyz 0 1
N 1.25 -0.31 0.71
C 0.06 -0.93 0.13
C -0.90 0.08 -0.45
N -0.40 1.30 -0.84
O -2.08 -0.19 -0.53
H 1.66 -0.86 1.46
H 1.01 0.57 1.15
H 0.34 -1.57 -0.71
H -0.54 -1.54 0.82
H 0.60 1.35 -0.92
H -1.01 2.09 -0.83
*
```

Summary:
* E_LUMO: 0.915 eV
* energy above the lowest of the compared OMol25 structures with the same formula, charge and spin: 12.1 kcal/mol
* HOMO: -0.356 Eh
* gap between HOMO and LUMO: 10.6 eV
* SMILES string: NCC(N)=O

Atomic partial charges in e from the Löwdin method, atoms 1 to 6: -0.015 -0.207 -0.553 0.154 0.050 0.070

=====

Record 5
Computed, not measured: a cluster of 2 separate species, C2H4BrFO in total in a non-equilibrium geometry, with ωB97M-V/def2-TZVPD.

Structure (ORCA input):
```
! wB97M-V def2-TZVPD RIJCOSX def2/J DEFGRID3
* xyz 0 1
C 0.80 0.37 -0.68
C -0.37 0.15 0.21
O -0.05 0.13 1.47
F -0.67 -2.22 0.08
Br -2.07 0.39 -0.31
H 0.26 0.73 -1.56
H 1.42 1.15 -0.29
H 1.48 -0.56 -0.93
H -0.81 -0.13 2.00
*
```

Summary:
* E_LUMO (spin up / spin down): -0.928 / -0.928 eV
* energy above the lowest of the compared OMol25 structures with the same formula, charge and spin: 71.8 kcal/mol
* HOMO (spin up / spin down): -0.343 / -0.343 Eh
* gap between HOMO and LUMO (spin up / spin down): 8.4 / 8.4 eV

Atomic partial charges in e from the Löwdin method, atoms 1 to 6: -0.064 -0.833 0.068 -0.590 0.983 0.063

=====

Record 6
Computed, not measured: a structure of composition AsF7H2O6PS, with ωB97M-V/def2-TZVPD.

Structure (ORCA input):
```
! wB97M-V def2-TZVPD RIJCOSX def2/J DEFGRID3
* xyz -1 1
O -1.08 1.32 1.55
P -0.75 1.42 0.14
O 0.38 0.61 -0.55
O -0.54 2.91 -0.38
O -1.94 0.85 -0.87
S -3.46 1.09 -0.62
O -3.68 2.40 -0.12
O -4.15 0.56 -1.73
F -3.67 0.12 0.55
H 1.30 0.77 -0.27
H -0.97 3.52 0.22
F 2.35 -2.02 1.99
As 2.65 -2.25 0.30
F 2.66 -3.97 0.51
F 4.36 -2.18 0.59
F 2.94 -2.42 -1.40
F 2.67 -0.49 0.09
F 0.94 -2.26 0.01
*
```

Summary:
* E_LUMO: 2.526 eV
* energy above the lowest of the compared OMol25 structures with the same formula, charge and spin: 0.0 kcal/mol
* HOMO: -0.337 Eh
* gap between HOMO and LUMO: 11.7 eV

Atomic partial charges in e from the Löwdin method, atoms 1 to 6: -0.213 0.336 -0.059 -0.087 -0.256 0.538

=====

Record 7
Computed, not measured: a cluster of 2 separate species, C3H3BrO2 in total in a non-equilibrium geometry, with ωB97M-V/def2-TZVPD.

Structure (ORCA input):
```
! wB97M-V def2-TZVPD RIJCOSX def2/J DEFGRID3
* xyz 0 1
C 1.76 0.87 0.14
C -1.09 -0.85 -0.12
C -0.92 0.54 -0.05
O 2.35 1.83 0.35
O -1.52 -0.06 -1.16
Br 2.66 -0.92 0.24
H -0.33 -1.66 -0.47
H -1.82 -1.29 0.63
H -1.10 1.53 0.44
*
```

Summary:
* E_LUMO (spin up / spin down): -0.078 / -1.542 eV
* energy above the lowest of the compared OMol25 structures with the same formula, charge and spin: 105.8 kcal/mol
* HOMO (spin up / spin down): -0.330 / -0.308 Eh
* gap between HOMO and LUMO (spin up / spin down): 8.9 / 6.9 eV

Atomic partial charges in e from the Löwdin method, atoms 1 to 6: -0.607 -0.246 -0.059 0.014 0.004 0.505

=====

Record 8
Computed, not measured: an isolated molecule of CH6OSi in a non-equilibrium geometry, with ωB97M-V/def2-TZVPD.

Structure (ORCA input):
```
! wB97M-V def2-TZVPD RIJCOSX def2/J DEFGRID3
* xyz 0 1
C 1.19 -0.34 -0.03
Si -0.83 0.25 -0.23
O -2.40 -0.23 0.24
H 1.68 0.12 -0.88
H 1.25 -1.43 -0.05
H 1.43 0.12 0.88
H -0.74 1.64 0.47
H -1.20 0.44 -1.73
H -2.92 -0.89 -0.22
*
```

Summary:
* E_LUMO: 0.558 eV
* energy above the lowest of the compared OMol25 structures with the same formula, charge and spin: 18.3 kcal/mol
* HOMO: -0.369 Eh
* gap between HOMO and LUMO: 10.6 eV
* SMILES string: C[SiH2]O

Atomic partial charges in e from the Löwdin method, atoms 1 to 6: -0.209 0.617 -0.320 0.004 -0.001 -0.039

=====

Record 9
Computed, not measured: a structure of composition C15H27N5O5Tl in a non-equilibrium geometry, with ωB97M-V/def2-TZVPD.

Structure (ORCA input):
```
! wB97M-V def2-TZVPD RIJCOSX def2/J DEFGRID3
* xyz -1 1
Tl -0.16 -1.90 -2.04
O 1.40 -0.50 -0.23
C 1.67 0.72 -0.94
C 2.46 0.49 -2.24
N 1.63 -0.33 -3.17
C 2.45 -1.25 -3.96
C 3.26 -2.20 -2.98
O 4.26 -2.81 -3.41
O 2.69 -2.35 -1.81
C 0.89 0.60 -4.09
C -0.50 1.07 -3.57
O -0.84 2.22 -3.77
O -1.07 0.19 -2.86
H 2.10 -1.10 -0.60
H 0.73 1.24 -1.10
H 2.31 1.35 -0.29
H 2.78 1.45 -2.70
H 3.40 -0.02 -1.94
H 1.81 -1.90 -4.52
H 3.12 -0.71 -4.69
H 1.50 1.48 -4.23
H 0.71 0.03 -5.00
C -3.82 2.89 1.13
C -2.31 2.44 0.96
C -1.51 3.53 0.18
C -1.74 2.35 2.39
N -2.19 1.15 0.32
N -2.92 1.10 -0.92
H -3.89 3.97 1.42
H -4.40 2.33 1.87
H -4.40 2.74 0.21
H -1.89 4.50 0.54
H -1.56 3.52 -0.92
H -0.44 3.56 0.49
H -1.74 3.35 2.80
H -0.70 1.98 2.48
H -2.35 1.72 3.06
H -2.59 0.38 0.85
H -2.23 0.70 -1.60
H -3.07 2.13 -1.22
N -0.17 -1.30 2.31
C 0.31 -2.40 2.88
C -0.12 -2.65 4.21
C 0.40 -3.71 4.98
C 1.28 -4.59 4.29
C 1.68 -4.27 2.99
N 1.27 -3.21 2.30
H -0.84 -0.77 2.87
H 0.22 -0.94 1.44
H -0.84 -1.96 4.65
H 0.01 -3.86 5.98
H 1.58 -5.51 4.76
H 2.31 -4.93 2.46
*
```

Summary:
* E_LUMO: 2.528 eV
* energy above the lowest of the compared OMol25 structures with the same formula, charge and spin: 17.3 kcal/mol
* HOMO: -0.196 Eh
* gap between HOMO and LUMO: 7.9 eV

Atomic partial charges in e from the Löwdin method, atoms 1 to 6: 0.945 -0.214 -0.217 -0.153 -0.239 -0.137

=====

Record 10
Computed, not measured: an isolated molecule of C23H24N2O5S in a non-equilibrium geometry, with ωB97M-V/def2-TZVPD.

Structure (ORCA input):
```
! wB97M-V def2-TZVPD RIJCOSX def2/J DEFGRID3
* xyz 0 1
C -5.09 -4.74 -0.24
O -5.45 -4.21 1.01
C -4.59 -3.35 1.62
C -4.99 -2.85 2.86
C -4.18 -1.97 3.55
C -2.96 -1.56 3.03
O -2.12 -0.69 3.68
C -2.48 -0.25 4.97
C -2.55 -2.05 1.78
C -1.29 -1.68 1.14
C -0.40 -0.72 1.53
S 0.95 -0.65 0.45
C 0.20 -1.95 -0.47
N 0.78 -2.55 -1.55
C 1.87 -2.18 -2.31
O 2.41 -3.01 -3.02
C 2.28 -0.76 -2.24
C 1.36 0.26 -2.42
C 1.75 1.58 -2.41
C 3.09 1.91 -2.22
O 3.61 3.17 -2.20
C 2.74 4.28 -2.23
C 2.04 4.52 -0.88
C 3.03 4.99 0.19
C 2.93 6.51 0.08
C 1.46 6.69 -0.28
O 1.08 5.56 -1.04
C 4.03 0.88 -2.08
C 3.63 -0.44 -2.10
N -0.92 -2.36 0.01
C -3.38 -2.94 1.09
H -4.17 -5.32 -0.18
H -4.98 -3.95 -0.99
H -5.91 -5.40 -0.54
H -5.93 -3.17 3.27
H -4.52 -1.62 4.51
H -2.59 -1.08 5.67
H -3.40 0.34 4.95
H -1.65 0.39 5.29
H -0.46 -0.05 2.35
H 0.42 -3.48 -1.75
H 0.31 0.02 -2.57
H 1.01 2.35 -2.55
H 1.99 4.19 -3.03
H 3.39 5.13 -2.47
H 1.52 3.61 -0.58
H 4.03 4.61 0.00
H 2.70 4.66 1.17
H 3.19 7.02 1.01
H 3.57 6.88 -0.72
H 1.26 7.59 -0.87
H 0.84 6.73 0.63
H 5.07 1.15 -1.95
H 4.35 -1.23 -2.00
H -3.02 -3.29 0.14
*
```

Summary:
* E_LUMO: 0.466 eV
* energy above the lowest of the compared OMol25 structures with the same formula, charge and spin: 47.4 kcal/mol
* HOMO: -0.280 Eh
* gap between HOMO and LUMO: 8.1 eV
* SMILES string: COc1ccc(OC)c(-c2csc(NC(=O)c3ccc(OC[C@H]4CCCO4)cc3)n2)c1

Atomic partial charges in e from the Löwdin method, atoms 1 to 6: -0.092 -0.088 -0.274 0.002 -0.016 -0.215

=====

Record 11
Computed, not measured: the ion C8H12N with charge +1 in a non-equilibrium geometry, with ωB97M-V/def2-TZVPD.

Structure (ORCA input):
```
! wB97M-V def2-TZVPD RIJCOSX def2/J DEFGRID3
* xyz 1 1
C -2.52 -0.73 -0.61
C -1.50 -1.81 -0.63
C -1.12 -0.40 -0.91
C -0.37 0.44 -1.89
C -0.14 0.55 -0.41
C 0.16 1.65 0.68
C 1.11 0.55 0.80
C 2.56 0.49 0.95
N 1.63 -0.39 1.77
H -3.31 -0.50 -1.38
H -2.96 -0.39 0.24
H -1.22 -2.37 0.23
H -1.42 -2.49 -1.50
H 0.45 0.09 -2.61
H -0.78 1.21 -2.38
H 0.42 2.62 0.18
H -0.64 1.72 1.35
H 3.39 0.02 0.37
H 2.99 1.18 1.56
H 1.72 -1.34 1.51
H 1.55 -0.11 2.69
*
```

Summary:
* E_LUMO: -3.219 eV
* energy above the lowest of the compared OMol25 structures with the same formula, charge and spin: 92.4 kcal/mol
* HOMO: -0.488 Eh
* gap between HOMO and LUMO: 10.1 eV
* SMILES string: C1CC12C[C@@]21C[C@]12C[NH2+]2

Atomic partial charges in e from the Löwdin method, atoms 1 to 6: -0.062 -0.046 -0.352 0.034 -0.098 0.014

=====

Record 12
Computed, not measured: a structure of composition C4H4N2O in a non-equilibrium geometry, with ωB97M-V/def2-TZVPD.

Structure (ORCA input):
```
! wB97M-V def2-TZVPD RIJCOSX def2/J DEFGRID3
* xyz 0 1
O -2.36 0.33 -1.06
C -1.26 0.24 -0.57
C -0.69 -1.05 -0.11
C 0.56 -1.09 0.35
N 1.32 0.09 0.58
C 0.80 1.21 -0.09
N -0.40 1.37 -0.53
H -1.27 -1.95 -0.29
H 1.08 -2.03 0.55
H 0.68 0.85 1.24
H 1.53 2.03 -0.08
*
```

Summary:
* E_LUMO: 0.039 eV
* energy above the lowest of the compared OMol25 structures with the same formula, charge and spin: 65.3 kcal/mol
* HOMO: -0.365 Eh
* gap between HOMO and LUMO: 10.0 eV

Atomic partial charges in e from the Löwdin method, atoms 1 to 6: 0.073 -0.476 0.013 -0.102 0.029 -0.257

=====

no.,molar mass (Da),electronic energy (Ha)
1,397.50,-1442.9789
2,135.32,-831.1286
3,61.06,-229.6822
4,74.08,-264.5680
5,142.96,-2827.6185
6,368.96,-4127.4007
7,150.96,-2840.4168
8,62.14,-406.4182
9,561.79,-1410.3099
10,440.52,-1774.7294
11,122.19,-366.3076
12,96.09,-339.4776